[1]
C33H26BFI2N3O6Pb | wB97M-V/def2-TZVPD

Summary:
Charge   -1
DFT total energy   -76246.277 eV
Relative energy (zero: lowest compared OMol25 entry of this formula, charge and spin)   9.1 kcal per mole
Lowest unoccupied orbital energy   2.1 eV

Geometry as XYZ:
```
73
Properties=species:S:1:pos:R:3:lowdin_charge:R:1
Pb 0.3555 -0.7124 0.2192 1.497
I -7.8008 0.4402 1.1435 0.751
C -5.7329 0.0152 1.2359 -0.743
C -5.1769 -0.4510 2.4150 -0.256
C -3.8323 -0.7357 2.4204 -0.623
I -2.9439 -1.4696 4.1805 0.845
C -2.9513 -0.6074 1.2995 -0.472
O -1.7501 -1.0483 1.4241 -0.349
C -3.5755 -0.0450 0.1325 -0.156
C -2.8192 0.2465 -1.1387 -0.180
N -1.8192 1.3140 -0.9968 -0.091
C -2.3139 2.5586 -0.4240 -0.166
C -2.2208 2.6660 1.0871 -0.277
C -3.2754 3.1978 1.8211 -0.031
C -3.1488 3.3244 3.1931 -0.071
C -1.9654 2.9317 3.7949 -0.075
C -0.9565 2.4369 2.9865 -0.132
N -1.0778 2.3032 1.6676 0.121
C -4.9374 0.2253 0.1255 -0.147
H -5.7775 -0.6153 3.2986 0.073
H -2.3207 -0.6651 -1.4878 0.110
H -3.5412 0.5410 -1.9135 0.112
H -1.3407 1.4679 -1.8731 0.105
H -1.7026 3.3736 -0.8209 0.124
H -3.3587 2.7356 -0.7164 0.113
H -4.1884 3.4957 1.3218 0.110
H -3.9669 3.7226 3.7799 0.103
H -1.8304 2.9888 4.8655 0.098
H -0.0129 2.1086 3.4061 0.107
H -5.3897 0.6059 -0.7826 0.090
C 2.6520 -1.7887 -7.7150 -0.027
C 3.2917 -2.6195 -6.6006 -0.321
C 4.7814 -2.8639 -6.8159 -0.140
C 5.5589 -1.5538 -6.7463 -0.139
C 5.1739 -0.7645 -5.5198 -0.139
C 6.0152 0.2196 -5.0460 0.036
C 5.6660 0.9431 -3.9128 -0.264
F 6.5129 1.9092 -3.4895 0.048
C 4.5090 0.6984 -3.2285 0.069
C 3.6382 -0.2940 -3.6876 -0.041
C 2.3991 -0.5614 -2.9247 -0.321
O 2.0910 0.1735 -1.9827 -0.049
C 1.6181 -1.6681 -3.4206 -0.028
C 1.9629 -2.2552 -4.5893 0.022
N 3.0823 -1.9718 -5.3092 -0.009
C 3.9623 -1.0189 -4.8466 -0.088
C 0.3977 -2.2972 -2.6986 -0.687
O -0.5914 -2.5127 -3.4071 -0.003
O 0.5935 -2.6104 -1.4914 -0.185
H 2.8667 -2.2278 -8.6905 0.082
H 3.0215 -0.7630 -7.7009 0.083
H 1.5721 -1.7609 -7.5708 0.084
H 2.7855 -3.5857 -6.5553 0.144
H 4.9322 -3.3520 -7.7799 0.116
H 5.1425 -3.5404 -6.0375 0.126
H 5.3666 -0.9576 -7.6436 0.117
H 6.6300 -1.7614 -6.7277 0.118
H 6.9456 0.4348 -5.5564 0.127
H 4.2439 1.2424 -2.3319 0.134
H 1.3141 -3.0164 -5.0058 0.144
O 3.2856 -0.0281 1.8512 0.072
B 2.1537 -0.8511 2.0975 -0.491
O 2.3313 -1.4037 3.3917 0.094
C 3.5105 -0.9402 3.8859 -0.228
C 4.1181 -1.1861 5.0993 -0.004
C 5.3429 -0.5650 5.3370 -0.111
C 5.9210 0.2800 4.3990 -0.111
C 5.2982 0.5362 3.1791 -0.004
C 4.0954 -0.0940 2.9410 -0.230
H 3.6604 -1.8305 5.8380 0.114
H 5.8522 -0.7433 6.2758 0.093
H 6.8703 0.7522 4.6187 0.093
H 5.7327 1.2049 2.4478 0.114
```

[2]
C33H26Co2NO7 | wB97M-V/def2-TZVPD

Summary:
Charge   -1
DFT total energy   -125715.737 eV
Relative energy (zero: lowest compared OMol25 entry of this formula, charge and spin)   46.6 kcal per mole
Lowest unoccupied orbital energy   2.4 eV

Geometry as XYZ:
```
69
Properties=species:S:1:pos:R:3:nbo_charge:R:1
C 1.9486 -4.3525 -0.8095 -0.257
C 1.6675 -3.6002 -1.9592 -0.202
C 0.5440 -2.7859 -2.0118 -0.236
C -0.2825 -2.5947 -0.8713 -0.029
C -1.3735 -1.6562 -0.8117 -0.328
C -1.6802 -0.7228 -1.8154 0.236
N -2.9609 -0.3289 -2.0954 -0.419
C -4.0498 -1.0838 -1.4653 -0.234
C -5.4129 -0.6863 -2.0274 -0.075
O -5.5588 0.7366 -2.0864 -0.526
C -4.6174 1.3215 -2.9840 -0.073
C -3.1738 1.0376 -2.5932 -0.244
C -0.5958 -0.0445 -2.5671 -0.109
C 0.4302 0.5295 -1.8125 -0.117
C 1.5993 0.9996 -2.4027 -0.217
C 1.7020 1.0064 -3.7999 -0.213
C 0.6389 0.5297 -4.5764 -0.230
C -0.5191 0.0244 -3.9703 -0.215
C -0.0234 -3.4253 0.2512 -0.204
C 1.0725 -4.2738 0.2851 -0.209
H 2.8427 -4.9766 -0.7589 0.204
H 2.3395 -3.6513 -2.8195 0.204
H 0.3052 -2.2494 -2.9317 0.214
H -2.0879 -1.8200 -0.0096 0.211
H -3.8865 -2.1538 -1.6593 0.217
H -4.0566 -0.9210 -0.3702 0.186
H -5.5454 -1.1537 -3.0269 0.160
H -6.2076 -1.0030 -1.3353 0.198
H -4.7863 0.9692 -4.0206 0.155
H -4.8087 2.3995 -2.9070 0.202
H -2.8624 1.7810 -1.8323 0.195
H -2.5548 1.1958 -3.4804 0.219
H 0.2841 0.5800 -0.7370 0.237
H 2.4222 1.3665 -1.7816 0.229
H 2.5972 1.4173 -4.2747 0.211
H 0.7073 0.5478 -5.6672 0.207
H -1.3481 -0.3469 -4.5773 0.209
H -0.6856 -3.3457 1.1156 0.213
H 1.2763 -4.8624 1.1829 0.212
O 3.9475 5.1730 2.0787 -0.544
C 3.3393 4.2045 1.8994 0.496
Co 2.7472 2.5077 1.5991 -0.088
C 4.2461 1.9355 0.7934 0.583
O 5.2351 1.5859 0.3060 -0.526
C 2.9134 2.0935 3.3018 0.541
O 3.1449 1.8216 4.4020 -0.536
C 1.0806 2.4360 0.8719 -0.633
C 1.5664 1.1867 1.1697 0.141
C 1.4245 -0.1672 1.1660 -0.594
C 1.3708 -0.8799 2.4296 0.075
C 1.9966 -2.1414 2.5580 -0.235
C 1.8485 -2.8969 3.7131 -0.228
C 1.1609 -2.3618 4.8137 -0.270
C 0.6344 -1.0648 4.7451 -0.197
C 0.7292 -0.3357 3.5631 -0.271
Co 0.6913 3.6767 2.3395 -0.032
C 1.0032 5.3871 2.3445 0.466
O 1.1200 6.5357 2.3892 -0.548
C 0.5942 3.3730 4.0776 0.453
O 0.4582 3.2750 5.2222 -0.547
C -1.0115 3.7620 2.0066 0.577
O -2.1502 3.8608 1.8153 -0.546
H 0.7106 2.7097 -0.1254 0.204
H 1.6337 -0.7336 0.2552 0.248
H 2.5661 -2.5192 1.7082 0.208
H 2.2512 -3.9119 3.7599 0.196
H 1.0476 -2.9485 5.7296 0.197
H 0.1380 -0.6166 5.6093 0.205
H 0.2625 0.6495 3.4713 0.219
```

[3]
C33H26IN5O10STi | wB97M-V/def2-TZVPD

Summary:
Charge   -2
<S²>   2.024
2S+1   3
DFT total energy   -104621.624 eV
Relative energy (zero: lowest compared OMol25 entry of this formula, charge and spin)   8.1 kcal per mole
Lowest unoccupied orbital energy (spin up / spin down)   3.6 / 3.6 eV

Geometry as XYZ:
```
77
Properties=species:S:1:pos:R:3:lowdin_spin:R:1
Ti -0.8468 -0.5282 -1.3021 0.906
O -3.1364 1.4667 -0.3161 0.004
S -2.0300 1.8676 0.5113 0.002
O -1.8154 3.2965 0.6918 0.001
N -0.6833 1.1579 -0.0067 0.003
C 0.5413 1.8158 -0.0106 0.000
C 1.0053 2.7579 0.8819 0.003
C 2.3105 3.2727 0.7817 -0.001
C 3.1699 2.8910 -0.2088 0.003
C 2.7282 1.9561 -1.1712 0.000
C 3.5116 1.5292 -2.2640 0.004
C 2.9890 0.6649 -3.1841 0.000
C 1.6830 0.1820 -2.9970 0.007
N 0.9438 0.5265 -1.9672 0.004
C 1.4275 1.4233 -1.0635 0.000
C -2.3246 1.1424 2.1068 0.002
C -3.5322 0.5038 2.3397 0.000
C -3.7355 -0.1362 3.5538 0.000
C -2.7380 -0.1374 4.5185 0.001
C -1.5269 0.4941 4.2709 0.003
C -1.3143 1.1312 3.0589 0.002
H 0.3639 3.1112 1.6728 0.000
H 2.6391 3.9856 1.5279 0.000
H 4.1780 3.2825 -0.2670 0.000
H 4.5274 1.8967 -2.3583 0.000
H 3.5651 0.3195 -4.0315 0.000
H 1.2486 -0.5372 -3.6799 0.001
H -4.2706 0.4665 1.5509 0.000
H -4.6597 -0.6741 3.7248 0.000
H -2.8824 -0.6770 5.4464 0.001
H -0.7174 0.4336 4.9871 0.002
H -0.3323 1.5257 2.8388 0.001
C -2.6156 3.3607 -4.9149 0.000
C -2.0779 2.5026 -3.8063 0.000
N -1.5466 2.9486 -2.7424 0.004
O -1.5110 4.3292 -2.6523 0.001
C -2.2149 1.0212 -3.9203 0.007
C -2.9452 0.4098 -5.0767 0.001
N -1.7296 0.2992 -2.9850 -0.004
O -1.7926 -1.0271 -2.9849 -0.010
H -2.3160 4.3949 -4.7729 0.000
H -3.7074 3.3154 -4.9382 0.000
H -2.2538 3.0089 -5.8827 0.000
H -1.3514 4.4352 -1.6894 0.000
H -2.4493 0.6287 -6.0253 0.000
H -3.9651 0.7958 -5.1416 0.000
H -2.9842 -0.6686 -4.9381 0.000
O -3.4815 -2.9723 0.5981 0.007
C -2.4688 -2.3024 0.7649 0.004
O -2.0576 -1.3874 -0.0493 0.017
C -1.6706 -2.4371 2.0466 0.000
C -2.0758 -3.3764 3.0024 0.102
C -1.3726 -3.4795 4.1954 0.000
C -0.2866 -2.6614 4.4680 0.085
C 0.1116 -1.7101 3.5155 0.021
C -0.5846 -1.6230 2.2969 0.068
N 1.1515 -0.8313 3.7876 0.275
O 1.4788 0.0431 2.9031 0.207
O 1.7556 -0.9080 4.9151 0.218
H -2.9327 -3.9987 2.7855 0.007
H -1.6803 -4.2098 4.9373 -0.003
H 0.2605 -2.7180 5.3975 0.010
H -0.2764 -0.8690 1.5903 0.004
I 6.8740 -2.3760 1.7300 0.001
C 5.0735 -2.4515 0.6559 0.001
C 3.9241 -1.9164 1.2107 0.001
C 2.7439 -1.9660 0.4762 0.002
C 2.7227 -2.5353 -0.7907 0.000
C 3.8911 -3.0662 -1.3263 0.001
C 5.0742 -3.0323 -0.6066 0.000
C 1.4600 -2.5163 -1.6276 0.006
O 1.4800 -2.9410 -2.7791 0.006
O 0.4599 -1.9875 -1.0233 0.012
H 3.9155 -1.4574 2.1908 0.001
H 1.8488 -1.5361 0.9079 0.001
H 3.8506 -3.4984 -2.3175 0.000
H 5.9853 -3.4437 -1.0204 0.000
```